66
Properties=species:S:1:pos:R:3:forces:R:3 method="wB97M-V/def2-TZVPD" max_force_ha_per_bohr=0.150 charge=-1 spin_multiplicity=3 s2=2.329
Co -2.105281 0.548978 -0.683832 -0.58 -0.49 -0.29
Cl 4.053874 1.013296 1.169434 3.87 2.08 -1.70
C 1.603384 0.702265 0.960268 -0.80 -0.16 -0.62
C 2.809658 1.228893 3.395617 -0.47 0.99 3.89
C 1.202228 -0.260133 2.845529 -3.62 -2.56 1.46
Cl 1.707986 1.054767 4.923951 1.22 0.35 -1.18
C -0.123771 -0.572567 2.779580 -0.17 1.75 -2.41
C -1.035368 -1.243017 3.600085 0.12 -0.19 0.13
C -2.362929 -1.279709 3.219491 0.17 -0.12 0.12
C -2.780698 -0.684009 2.041682 -0.17 0.17 -0.24
N -1.919960 -0.046173 1.234584 -0.01 0.15 0.29
C -0.671180 0.041224 1.567025 0.07 -0.01 -0.61
C 0.303371 0.754058 0.468715 -1.06 -1.89 2.09
O -0.150237 1.118625 -0.601804 0.75 0.39 0.39
H 3.519397 1.993127 3.640769 0.46 -0.11 -0.92
H -0.686452 -1.752220 4.488046 -0.02 0.08 0.06
H -3.089443 -1.803721 3.823527 0.01 0.01 0.02
H -3.812350 -0.718422 1.716011 0.02 0.03 -0.05
Cl -2.673659 6.690864 -3.973416 0.00 -0.03 0.03
C -2.662332 5.365396 -2.833180 0.03 0.05 -0.08
C -2.518878 4.070734 -3.295643 0.00 -0.04 -0.05
C -2.505183 3.049098 -2.372065 0.05 0.04 0.29
Cl -2.302955 1.391548 -2.886713 -0.06 0.12 -0.40
C -2.636860 3.235827 -0.979801 -0.11 -0.07 -0.04
O -2.642663 2.264453 -0.124212 0.14 -0.05 -0.02
C -2.779312 4.581567 -0.579208 0.00 -0.03 -0.09
Cl -2.955084 4.909497 1.114242 0.02 0.01 -0.01
C -2.786070 5.627627 -1.480360 -0.03 0.03 0.07
H -2.420746 3.862514 -4.351556 0.00 0.00 0.00
H -2.888018 6.642965 -1.124434 -0.02 0.00 0.00
F -4.076182 -0.100689 -0.732260 -0.26 -0.12 -0.03
Sb -5.954651 0.341004 -0.975100 0.18 -0.21 0.06
F -5.733228 -0.054157 -2.804601 -0.08 0.00 -0.02
F -6.284671 -1.482225 -0.606989 -0.09 -0.02 -0.02
F -7.796659 0.681121 -1.164902 0.00 0.03 0.00
F -5.990440 0.681742 0.885455 -0.03 0.04 0.02
F -5.513243 2.134844 -1.326629 0.03 0.04 0.01
Cl 2.479082 0.305322 2.171790 -1.01 3.27 0.84
C 3.270094 -1.141156 2.217535 2.89 -7.03 -1.29
C 4.049041 -1.598498 3.279038 -0.22 2.49 1.17
C 5.079449 -2.508467 3.164141 -0.16 -0.32 -0.05
C 5.291185 -3.174663 1.972486 -0.15 0.17 0.00
C 4.388399 -2.939577 0.949090 0.03 -0.36 0.22
Cl 4.516767 -3.868271 -0.503340 -0.04 -0.05 0.05
C 3.332092 -2.050695 1.104567 -1.32 1.86 -1.39
N 2.313874 -1.932441 0.132422 -0.05 -0.67 0.14
C 2.429441 -1.621687 -1.232904 0.14 0.06 -0.02
C 3.521357 -0.882599 -1.681146 -0.09 0.09 0.02
C 3.601518 -0.457727 -2.997491 0.11 -0.09 0.06
C 2.590265 -0.770255 -3.888523 -0.04 -0.03 -0.04
C 1.518158 -1.535360 -3.451627 0.06 0.05 0.00
C 1.420644 -1.991203 -2.143656 -0.18 0.14 0.09
C 0.240468 -2.841266 -1.734449 -0.06 0.20 0.13
C -0.727018 -2.103226 -0.787314 0.11 0.13 -0.01
O -0.698063 -2.420142 0.413099 0.18 0.13 0.04
O -1.437180 -1.195405 -1.331007 0.08 0.02 -0.03
H 3.943381 -1.028895 4.200339 0.18 -0.11 0.06
H 5.717353 -2.683961 4.018488 -0.07 -0.06 0.04
H 6.078598 -3.904362 1.853489 0.06 0.06 -0.06
H 1.371336 -2.117959 0.469952 -0.01 -0.01 0.00
H 4.279582 -0.588938 -0.968437 0.07 -0.06 -0.03
H 4.457609 0.124535 -3.314690 -0.03 0.03 -0.01
H 2.628448 -0.419381 -4.911356 0.00 -0.02 -0.01
H 0.724022 -1.791668 -4.142193 -0.01 0.00 0.01
H 0.617807 -3.728310 -1.223086 -0.19 -0.08 0.01
H -0.339123 -3.122731 -2.612520 0.16 -0.08 -0.09

56
Properties=species:S:1:pos:R:3:forces:R:3 method="wB97M-V/def2-TZVPD" max_force_ha_per_bohr=0.089 charge=-1
C -1.387775 -1.612518 3.769072 0.02 0.44 -0.36
C -0.441634 -0.754594 3.177471 -0.32 -0.50 0.27
C -0.919647 0.277479 2.388197 -0.40 0.76 -0.14
C -2.307864 0.491659 2.189730 0.40 -0.43 0.33
C -3.237341 -0.360170 2.780825 0.38 -0.21 0.13
C -2.769445 -1.415394 3.575870 0.04 0.13 -0.14
C -2.444939 1.674923 1.378974 0.46 0.56 -0.29
C -1.130544 2.169772 1.121978 -0.54 -1.11 0.36
C -0.913389 3.238092 0.271932 -0.38 0.61 -0.31
C -2.042006 3.893104 -0.258401 0.11 -0.56 0.37
C -3.342650 3.441699 0.035042 0.01 -0.06 0.08
C -3.556380 2.318459 0.846821 0.36 0.28 -0.18
N -0.207079 1.314331 1.759581 -1.40 -0.13 -0.56
C 1.148624 1.508678 1.868268 1.43 1.06 0.60
C 1.776038 2.703887 1.769772 -0.55 -1.29 0.39
H -1.051984 -2.442659 4.390888 -0.04 0.25 -0.17
H 0.629269 -0.877478 3.321294 -0.27 -0.14 0.13
H -4.297300 -0.176537 2.610442 0.16 -0.19 0.18
H -3.480865 -2.094135 4.055385 0.27 0.25 -0.19
H 0.099248 3.543867 0.026458 -0.38 0.06 -0.10
H -1.904248 4.759565 -0.907096 -0.03 -0.29 0.17
H -4.197105 3.972709 -0.388248 0.25 -0.15 0.12
H -4.549994 1.927591 1.074402 0.19 0.27 -0.21
H 1.694415 0.606385 2.172693 -0.13 0.46 -0.28
H 2.832202 2.727870 2.014993 -0.45 0.17 -0.19
H 1.229988 3.624416 1.570392 0.41 -0.27 0.16
O 8.974266 1.646144 -2.950676 -0.74 0.51 1.10
C 8.353023 1.985639 -2.039116 0.99 -0.47 -1.78
Co 7.372861 2.334138 -0.591890 4.21 -1.50 0.85
C 6.416711 0.849406 -0.679278 -1.51 -0.88 -0.11
O 5.774567 -0.110809 -0.716166 0.97 1.06 0.08
C 8.530031 2.031029 0.737645 1.78 -1.27 1.31
O 9.277767 1.700355 1.555487 -1.27 0.78 -1.17
C 6.610190 3.978145 -0.734285 -3.10 2.05 -1.89
C 6.169563 3.282982 0.362328 -0.52 1.97 -0.15
C 5.356359 3.153512 1.434324 0.19 -0.11 0.88
C 5.911190 3.086114 2.772216 0.03 -1.40 0.50
C 5.254945 2.314467 3.766474 0.27 0.32 0.07
C 5.730311 2.265605 5.071861 -0.03 0.14 -0.18
C 6.861497 3.009457 5.436493 -0.01 0.04 -0.09
C 7.539098 3.760542 4.468795 -0.24 -0.37 -0.08
C 7.103994 3.759338 3.143147 -0.41 0.10 -0.09
Co 8.333526 4.988060 -0.599963 -0.78 -1.76 0.41
C 9.112970 4.964141 -2.163412 0.81 0.26 -2.31
O 9.649340 5.007328 -3.189590 -0.52 -0.06 1.16
C 9.592518 5.059895 0.634097 0.96 0.22 1.68
O 10.435338 5.203707 1.416564 -0.82 -0.17 -0.95
C 7.574583 6.539948 -0.491157 -0.81 0.82 0.38
O 7.071833 7.581287 -0.414722 0.61 -1.02 -0.18
H 5.979282 4.360053 -1.555281 0.29 -0.34 0.33
H 4.299899 2.958066 1.269183 0.21 1.13 -0.02
H 4.380624 1.734510 3.457678 0.21 0.13 0.25
H 5.220015 1.637746 5.805504 0.15 0.21 -0.13
H 7.211995 2.998328 6.468315 -0.07 0.01 -0.23
H 8.414268 4.349679 4.747639 -0.17 -0.22 -0.10
H 7.647750 4.327582 2.379395 -0.29 -0.14 0.32

56
Properties=species:S:1:pos:R:3:forces:R:3 method="wB97M-V/def2-TZVPD" max_force_ha_per_bohr=0.019 de_lowest_ev=0.333 charge=-1
Tl 0.130381 -0.261267 -0.458848 -0.01 -0.56 -0.37
I -2.206031 -2.824924 -0.667944 -0.03 0.11 -0.02
C -3.357272 -1.325344 -1.586544 0.06 -0.14 0.05
C -4.640946 -1.711820 -1.852833 -0.14 0.00 -0.03
C -5.532774 -0.849386 -2.517510 -0.02 -0.09 0.03
C -5.094885 0.373884 -2.916430 -0.02 0.06 -0.03
C -3.768529 0.794762 -2.660173 0.10 -0.19 0.10
C -3.362835 2.064758 -3.130157 -0.12 0.08 -0.08
C -2.097000 2.506690 -2.929933 0.15 -0.03 0.06
C -1.189508 1.704262 -2.203445 -0.27 0.04 -0.21
C -1.529262 0.471290 -1.700918 0.16 0.04 0.03
C -2.843705 -0.045355 -1.953180 -0.04 0.18 -0.07
H -4.975618 -2.697882 -1.556058 0.02 0.06 -0.02
H -6.546576 -1.175765 -2.715025 0.03 0.02 0.01
H -5.753000 1.055144 -3.445732 0.03 -0.03 0.02
H -4.092851 2.668924 -3.659141 0.04 -0.02 0.01
H -1.776736 3.474775 -3.295716 -0.02 -0.03 0.00
H -0.205311 2.099047 -2.010062 0.02 0.05 -0.01
C -2.306299 2.879899 4.277366 0.01 0.03 -0.06
C -2.086412 1.647428 4.882436 -0.02 0.01 0.04
C -1.454006 0.633013 4.189279 0.05 -0.15 -0.14
C -1.043736 0.849007 2.873112 -0.12 -0.01 0.16
C -1.264099 2.077456 2.264045 0.17 -0.08 -0.23
C -1.890934 3.093196 2.971563 -0.02 -0.01 0.07
N -0.386998 -0.158988 2.090322 -0.31 0.88 -0.27
N 0.021674 -1.135649 2.703078 0.33 -0.61 0.37
C 0.710726 -2.121987 1.923355 0.06 -0.23 -0.09
C 1.165031 -3.222276 2.645141 -0.07 0.07 0.13
C 1.840011 -4.241323 1.996033 0.02 -0.02 -0.06
C 2.055932 -4.156868 0.625188 -0.02 0.02 0.07
C 1.602243 -3.052011 -0.086553 -0.05 -0.10 0.03
C 0.928722 -2.022762 0.553041 -0.14 0.50 0.15
H -2.796569 3.673144 4.828290 0.01 -0.01 -0.01
H -2.409735 1.482107 5.902922 0.01 -0.01 -0.02
H -1.273051 -0.330543 4.644959 -0.01 0.01 0.01
H -0.894580 2.243463 1.255797 -0.03 -0.02 0.07
H -2.043279 4.055905 2.501967 0.00 -0.01 -0.01
H 0.980118 -3.251025 3.713956 0.02 -0.02 -0.06
H 2.202434 -5.095976 2.552354 -0.01 0.01 0.01
H 2.587375 -4.947812 0.109243 -0.01 0.01 0.02
H 1.780572 -3.005842 -1.153616 -0.06 -0.09 0.14
O 7.214951 1.415856 -0.726480 -0.06 -0.19 -0.25
C 6.787914 0.388797 -1.286111 0.09 -0.19 0.31
O 7.386578 -0.583559 -1.796222 -0.13 0.33 0.03
C 5.236294 0.258236 -1.302597 0.19 0.15 -0.04
C 4.631472 -0.847090 -1.877279 -0.14 -0.06 -0.04
C 3.254192 -0.942932 -1.876177 -0.14 0.05 -0.07
N 2.440698 -0.016003 -1.345678 0.65 0.03 -0.13
C 3.032659 1.060535 -0.795286 0.11 0.08 0.02
C 4.408159 1.229161 -0.756080 -0.07 -0.08 -0.06
C 2.117903 2.132325 -0.218922 -0.05 -0.38 -0.27
O 2.569537 3.184791 0.185511 -0.04 -0.04 0.03
O 0.860269 1.816353 -0.266060 -0.13 0.39 0.72
H 5.259866 -1.612280 -2.313351 -0.01 0.00 -0.01
H 2.777640 -1.807923 -2.322595 -0.03 0.13 -0.08
H 4.839186 2.110385 -0.306303 -0.01 0.04 0.02

67
Properties=species:S:1:pos:R:3:forces:R:3 method="wB97M-V/def2-TZVPD" max_force_ha_per_bohr=0.007 de_lowest_ev=0.313 charge=0 spin_multiplicity=4 s2=3.795
Cr -0.963813 0.203412 -0.614962 0.32 -0.04 -0.18
O -3.442780 -0.779355 -5.720801 -0.08 0.05 0.04
C -3.728552 0.459370 -5.344755 0.10 -0.03 -0.09
O -4.398180 1.204415 -6.011305 -0.04 0.00 0.02
C -3.163893 0.911650 -4.042844 0.01 0.04 -0.03
C -3.377928 2.161824 -3.489651 -0.01 -0.03 0.03
N -2.728968 2.201656 -2.316385 0.04 0.02 -0.09
N -2.103145 1.050768 -2.081994 -0.30 0.00 0.07
C -2.346841 0.257911 -3.111257 0.01 -0.13 0.09
C -1.753937 -1.114885 -2.983065 0.06 0.13 0.12
O -1.907267 -1.943391 -3.865229 -0.03 -0.07 0.01
O -1.127683 -1.288757 -1.866225 -0.06 -0.07 -0.01
H -2.885519 -1.266762 -5.058313 0.05 0.01 -0.05
H -3.949095 2.992208 -3.867747 0.00 0.00 0.01
H -2.697760 2.939633 -1.625816 -0.01 -0.02 -0.01
N -2.197529 -1.065049 0.688905 -0.16 0.13 -0.09
C -1.543844 -2.206167 1.287557 -0.05 -0.13 0.09
C -2.245775 -3.374018 1.539603 0.01 -0.04 0.03
C -1.604789 -4.444395 2.144987 -0.01 0.01 -0.02
C -0.269780 -4.347151 2.513296 0.02 0.03 0.00
C 0.433194 -3.181212 2.254083 0.00 -0.04 0.04
C -0.196647 -2.110355 1.628487 0.00 0.11 -0.06
P 0.597435 -0.563027 1.128675 0.00 -0.06 0.15
C 2.355355 -0.916237 0.864310 -0.05 -0.07 -0.07
C 2.738858 -2.103648 0.242355 -0.07 0.05 -0.11
C 4.068962 -2.325939 -0.072152 0.03 0.02 -0.02
C 5.023780 -1.361919 0.221268 0.00 -0.02 0.00
C 4.648052 -0.182250 0.846729 0.01 -0.02 0.00
C 3.318966 0.040497 1.173095 -0.01 0.03 -0.01
C 0.529626 0.539045 2.568456 -0.02 -0.01 -0.04
C 0.250749 0.061262 3.844669 0.00 -0.01 0.02
C 0.192324 0.940120 4.916159 0.00 0.02 0.01
C 0.413974 2.294669 4.718963 0.01 0.00 -0.02
C 0.691334 2.776557 3.446760 0.00 -0.01 0.00
C 0.741728 1.903777 2.373156 -0.01 0.01 -0.02
H -2.595805 -0.456437 1.405946 0.01 -0.08 0.11
H -2.976218 -1.374122 0.113450 -0.02 0.01 0.02
H -3.291279 -3.447039 1.266352 0.00 0.01 -0.01
H -2.153118 -5.357916 2.332441 0.00 0.00 0.00
H 0.225308 -5.181796 2.990788 0.00 0.00 0.00
H 1.481205 -3.105979 2.516980 -0.02 0.00 0.01
H 1.995096 -2.846017 -0.018292 0.00 0.01 -0.04
H 4.355193 -3.246250 -0.563386 0.01 0.00 0.00
H 6.060467 -1.530506 -0.038753 0.00 0.00 0.00
H 5.390338 0.568932 1.082351 0.00 0.00 0.00
H 3.038497 0.960453 1.668682 0.00 0.00 -0.01
H 0.068324 -0.993466 4.007550 0.00 0.00 -0.01
H -0.033355 0.565339 5.905760 0.00 0.00 0.00
H 0.360508 2.979109 5.555344 0.00 0.00 0.00
H 0.849670 3.834423 3.284955 0.00 0.00 0.00
H 0.923077 2.291023 1.377556 -0.01 0.00 0.01
F 0.129749 3.214864 -0.895178 0.06 0.00 -0.06
C 0.993437 2.361212 -1.496610 0.05 0.03 0.07
C 0.705233 1.009761 -1.539473 0.01 0.11 -0.03
C 1.633525 0.235792 -2.219317 0.04 0.02 -0.06
F 1.437891 -1.083650 -2.384725 0.16 0.01 0.14
C 2.795497 0.750348 -2.771611 0.04 -0.02 -0.02
F 3.665062 -0.041693 -3.406586 -0.05 0.05 0.05
C 3.057419 2.104450 -2.663369 0.06 0.03 -0.04
F 4.174529 2.619254 -3.180712 -0.09 -0.04 0.04
C 2.142959 2.923258 -2.026086 -0.01 0.06 0.01
F 2.377395 4.236679 -1.932091 -0.02 -0.06 -0.01
F -1.496235 1.717960 0.561483 -0.15 -0.02 0.00
B -2.915625 1.956914 1.094474 0.12 0.13 0.32
F -3.753140 1.236428 0.256267 0.01 -0.06 -0.06
F -2.908496 1.431071 2.372038 0.03 -0.01 -0.18
F -3.107722 3.303342 1.014760 0.00 -0.01 -0.06

no.,energy (eV)
1,-189618.7032
2,-119391.5936
3,-55820.4325
4,-105895.0022